[1]
Molecular formula: C24H29N3O5
Method: DFT, ωB97M-V/def2-TZVPD

Kohn-Sham gap	8.84	eV
energy above the lowest of the compared OMol25 structures with the same formula, charge and spin	2441.18	kJ/mol

Geometry (Å):
1 C -1.21 -1.23 2.81
2 H -1.73 -1.33 1.83
3 O 0.20 -0.69 2.39
4 C 0.88 -1.60 1.60
5 C 2.13 -1.25 1.23
6 C 2.93 -1.86 0.62
7 C 2.52 -3.12 0.19
8 C 1.32 -3.46 0.16
9 C 0.39 -2.75 0.97
10 H -0.51 -3.22 1.22
11 H 0.98 -4.22 -0.13
12 H 3.19 -3.44 -0.71
13 N 4.24 -1.34 0.16
14 C 4.88 -1.15 -0.89
15 O 4.82 -2.20 -1.81
16 C 5.59 0.00 -1.15
17 O 5.20 1.04 -0.63
18 C 3.77 1.40 -0.65
19 C 3.02 0.88 -1.61
20 C 1.52 1.00 -1.27
21 C 1.01 1.82 -0.52
22 C 1.84 2.69 0.46
23 C 3.31 2.51 0.22
24 H 3.95 3.00 0.94
25 H 1.60 3.48 0.78
26 N -0.24 1.93 -0.20
27 C -0.93 2.45 0.78
28 O -0.41 3.64 1.46
29 C -2.48 2.17 0.96
30 H -3.01 3.03 1.06
31 C -2.63 1.54 -0.49
32 C -3.58 0.20 -0.31
33 O -3.09 -0.85 0.06
34 N -4.88 0.41 -0.19
35 H -5.19 1.41 -0.37
36 C -5.86 -0.24 0.10
37 H -6.45 -0.14 0.78
38 H -5.40 -1.37 0.54
39 C -6.85 -0.55 -1.12
40 C -8.09 -1.42 -0.69
41 H -8.46 -1.25 0.23
42 H -8.79 -1.58 -1.39
43 H -7.68 -2.57 -0.51
44 C -6.11 -1.24 -2.33
45 H -6.83 -1.13 -3.29
46 H -5.10 -0.49 -2.62
47 H -5.55 -2.19 -2.10
48 H -7.13 0.24 -1.33
49 C -1.21 1.10 -0.99
50 H -1.25 1.17 -1.91
51 H -1.03 0.02 -0.63
52 H -3.08 2.13 -1.25
53 H -2.31 1.62 1.63
54 H 0.97 0.28 -1.91
55 H 3.38 0.00 -2.18
56 H 5.73 0.20 -2.16
57 H 6.66 -0.13 -0.98
58 H 4.31 -0.31 0.86
59 H 2.41 -0.02 1.83
60 H -1.53 -0.49 3.68
61 H -1.17 -2.26 3.17

***

[2]
Molecular formula: C25H39F6N6O5RbS3
Method: DFT, ωB97M-V/def2-TZVPD

Kohn-Sham gap	8.28	eV

Geometry (Å):
1 Rb -0.11 -0.35 -0.16
2 C -1.01 -3.82 1.96
3 C -1.99 -2.95 1.22
4 C -2.69 -1.93 1.88
5 C -2.56 -1.79 3.37
6 C -3.54 -1.10 1.15
7 C -4.20 0.08 1.83
8 C -3.77 -1.34 -0.21
9 C -4.79 -0.54 -0.98
10 C -3.06 -2.36 -0.86
11 C -3.23 -2.58 -2.34
12 C -2.19 -3.17 -0.14
13 C -1.45 -4.30 -0.82
14 H -1.44 -4.80 2.20
15 H -0.70 -3.35 2.89
16 H -0.12 -3.96 1.37
17 H -2.51 -2.77 3.83
18 H -3.41 -1.27 3.80
19 H -1.64 -1.25 3.64
20 H -5.18 -0.19 2.22
21 H -4.33 0.90 1.13
22 H -3.59 0.44 2.65
23 H -5.38 -1.20 -1.60
24 H -4.29 0.19 -1.62
25 H -5.47 -0.02 -0.32
26 H -3.89 -3.43 -2.54
27 H -2.27 -2.77 -2.81
28 H -3.65 -1.69 -2.81
29 H -1.40 -5.16 -0.16
30 H -0.43 -3.99 -1.05
31 H -1.96 -4.62 -1.72
32 C -0.23 3.18 1.99
33 C -1.62 2.97 1.33
34 N -1.48 2.33 0.03
35 C -1.37 3.19 -1.13
36 C -0.07 3.99 -1.18
37 S 1.45 2.96 -1.27
38 C 2.32 3.42 0.27
39 C 2.06 2.48 1.45
40 N 0.66 2.13 1.54
41 H -0.35 3.20 3.09
42 H 0.18 4.14 1.69
43 H -2.14 3.94 1.26
44 H -2.21 2.31 1.97
45 H -2.25 1.69 -0.13
46 H -2.19 3.93 -1.18
47 H -1.42 2.55 -2.01
48 H 0.03 4.65 -0.33
49 H -0.07 4.60 -2.09
50 H 2.05 4.45 0.49
51 H 3.38 3.40 0.01
52 H 2.44 2.98 2.36
53 H 2.63 1.56 1.30
54 H 0.54 1.30 2.10
55 F 5.26 -0.62 -0.02
56 C 4.51 -1.72 -0.11
57 F 4.62 -2.17 -1.36
58 F 5.02 -2.63 0.70
59 S 2.73 -1.23 0.28
60 O 2.56 -0.11 -0.59
61 O 1.88 -2.35 0.01
62 N 2.84 -0.85 1.79
63 S 1.64 -1.39 2.66
64 O 0.39 -0.79 2.28
65 O 1.66 -2.77 2.96
66 C 2.08 -0.56 4.29
67 F 1.22 -0.89 5.25
68 F 2.05 0.78 4.18
69 F 3.30 -0.91 4.70
70 C -2.60 -0.48 -5.54
71 N -1.27 -0.22 -5.04
72 C -0.21 -0.30 -5.87
73 C 1.05 -0.09 -5.42
74 C 1.21 0.13 -4.01
75 N 0.16 0.17 -3.21
76 C -1.09 0.06 -3.66
77 O -2.07 0.21 -2.95
78 N 2.42 0.28 -3.47
79 H -2.71 -0.09 -6.55
80 H -3.31 0.01 -4.88
81 H -2.80 -1.55 -5.54
82 H -0.43 -0.54 -6.90
83 H 1.90 -0.13 -6.08
84 H 3.24 0.28 -4.05
85 H 2.49 0.37 -2.47

***

[3]
Molecular formula: C4H10N4
Method: DFT, ωB97M-V/def2-TZVPD

Kohn-Sham gap	7.49	eV
energy above the lowest of the compared OMol25 structures with the same formula, charge and spin	357.69	kJ/mol

Geometry (Å):
1 C -0.50 -1.44 -0.48
2 C -0.34 0.01 -0.59
3 C 0.53 0.89 0.27
4 N 0.48 -2.25 0.16
5 N -0.82 0.61 -1.71
6 N -1.59 -0.91 0.43
7 N 0.88 2.12 -0.32
8 C 0.91 0.56 1.51
9 H 1.31 -1.78 0.52
10 H 0.76 -3.03 -0.42
11 H -1.14 1.57 -1.66
12 H -1.31 -0.02 -2.32
13 H -2.55 -1.15 0.20
14 H -1.42 -0.76 1.42
15 H 1.12 2.06 -1.30
16 H 1.56 2.65 0.20
17 H 1.56 1.21 2.09
18 H 0.58 -0.34 1.99

***

[4]
Molecular formula: C5H12O2
Method: DFT, ωB97M-V/def2-TZVPD

Kohn-Sham gap	10.02	eV
energy above the lowest of the compared OMol25 structures with the same formula, charge and spin	403.57	kJ/mol

Geometry (Å):
1 C 1.18 -1.93 1.10
2 C 0.90 -0.70 0.12
3 C -1.63 2.37 0.46
4 O -2.77 2.01 1.30
5 C -0.35 1.43 0.51
6 C -0.40 0.12 0.54
7 H 2.01 -2.41 0.49
8 H 1.32 -1.75 2.25
9 H 0.40 -2.68 1.02
10 H 2.00 -0.56 0.05
11 H 0.75 -1.05 -0.88
12 H -1.23 3.35 0.86
13 H -2.08 2.62 -0.44
14 H -3.03 1.10 1.24
15 H 0.63 2.03 0.60
16 H -1.13 -0.39 1.09
17 H 1.52 -1.01 -4.10
18 H 1.13 -1.54 -2.71
19 O 0.79 -1.02 -3.49

***

Question: Look up the Kohn-Sham gap of the third one.
Answer: 7.49 eV